Record 1
75
Properties=species:S:1:pos:R:3:forces:R:3 method="wB97M-V/def2-TZVPD" e_above_lowest_kj_mol=0.0 s2=0.759 energy_ha=-2926.17818 multiplicity=2 gap_ev="9.333 / 5.427" charge=+3 e_homo_ev="-16.774 / -16.788" mol_weight_g_mol=857.42
Zr 1.29643 -1.21646 0.09228 0.5337 -0.4458 0.1658
C 5.32766 0.05757 -1.43932 -0.0259 0.0471 0.0562
C 4.35808 -0.19292 -0.46827 0.0669 -0.0407 -0.0399
N 3.28076 -0.74830 -1.01974 -0.1350 0.0682 -0.0504
N 3.53722 -0.86983 -2.34559 0.0251 0.0625 0.0339
C 4.76398 -0.39076 -2.61529 -0.0117 -0.0846 -0.0074
B 2.61231 -1.69160 -3.22463 -0.0751 0.0394 -0.0637
N 1.17346 -1.17717 -3.18892 0.0611 -0.0634 -0.0029
C 0.39971 -0.86343 -4.23675 0.0348 0.0459 0.0225
C -0.82100 -0.41835 -3.77108 -0.0185 -0.0316 0.0037
C -0.71550 -0.50032 -2.38976 0.0291 0.0388 -0.0610
N 0.49079 -0.96238 -2.03045 -0.0840 0.1106 -0.1324
N 2.56608 -3.12943 -2.55210 0.0262 -0.1730 -0.0133
C 2.92971 -4.29378 -2.98199 0.0068 0.1391 -0.0245
C 2.65757 -5.24996 -1.94439 0.0383 -0.2012 -0.0123
C 2.09053 -4.46647 -0.88478 -0.0159 0.1967 -0.0352
N 2.03927 -3.22366 -1.23995 -0.0212 -0.0703 0.0526
H 6.30579 0.48413 -1.30343 -0.0040 0.0119 -0.0009
H 4.39700 -0.03017 0.59723 0.0097 0.0156 -0.0008
H 5.15492 -0.41765 -3.61927 0.0051 0.0009 0.0010
H 3.01489 -1.80127 -4.33801 0.0000 0.0022 -0.0105
H 0.77437 -0.96536 -5.24210 -0.0037 -0.0028 -0.0014
H -1.65996 -0.08346 -4.35456 -0.0061 -0.0042 0.0085
H -1.44151 -0.24043 -1.64097 -0.0021 0.0019 0.0134
H 3.35596 -4.44715 -3.96219 -0.0039 0.0114 -0.0026
H 2.84145 -6.31302 -1.97378 -0.0065 0.0019 0.0222
H 1.73517 -4.78938 0.08003 0.0012 -0.0069 0.0093
F 0.17525 -2.74811 0.57639 -0.2084 -0.1033 0.1046
Sb 0.90789 -2.25559 3.56087 0.0954 -0.0935 0.1035
F 0.73712 -0.77755 2.24373 -0.0755 0.0423 0.0511
F -1.93920 0.34892 2.79415 -0.0854 0.0050 0.0157
F 2.67935 -1.98157 1.26575 -0.0283 0.0861 -0.0756
F -0.97507 -2.23681 3.69610 -0.1182 -0.0271 -0.0747
F 1.12515 -0.93593 4.87365 0.0505 0.0239 -0.0029
O -1.37893 -0.52163 0.61439 -0.3634 0.0595 -0.0286
S -2.48531 -0.17004 1.45019 0.1649 0.0003 -0.0509
C -3.49658 -1.50287 1.82495 0.0213 -0.0734 0.0096
C -3.07551 -2.77828 1.44819 0.0661 0.0297 -0.0269
C -3.89975 -3.84458 1.75342 -0.0599 -0.0111 0.0268
C -5.09910 -3.63057 2.42525 0.0284 0.0206 -0.0106
C -5.49771 -2.34930 2.79981 0.0053 -0.0394 -0.0086
C -4.69977 -1.26589 2.49531 0.0061 0.0774 0.0315
C -3.45963 1.16178 0.92740 -0.0040 -0.0100 -0.0295
C -3.41151 2.39543 1.56767 0.0319 0.0250 0.0295
C -4.24443 3.39878 1.10192 -0.0188 0.0024 -0.0219
C -5.08618 3.16637 0.02095 0.0176 -0.0160 0.0093
C -5.11405 1.92631 -0.61118 -0.0031 0.0394 0.0095
C -4.30350 0.90496 -0.15557 0.0150 -0.0549 -0.0027
H -2.13320 -2.91792 0.93552 0.0015 0.0073 0.0087
H -3.61128 -4.84631 1.46774 0.0011 -0.0004 0.0014
H -5.73733 -4.47273 2.65791 0.0037 -0.0022 0.0028
H -6.43260 -2.20005 3.32119 -0.0010 0.0039 -0.0003
H -5.00242 -0.26285 2.76854 -0.0027 -0.0031 0.0027
H -2.75463 2.56567 2.40745 0.0011 -0.0099 -0.0016
H -4.24530 4.36262 1.59157 0.0019 0.0004 0.0009
H -5.73800 3.95646 -0.32726 -0.0007 0.0004 -0.0017
H -5.78164 1.75409 -1.44379 0.0001 -0.0055 0.0012
H -4.34285 -0.07548 -0.61609 -0.0001 0.0035 0.0037
O -0.17832 2.30831 1.15103 -0.0112 0.0020 -0.0110
C 0.93820 1.93440 0.84627 -0.0075 -0.0078 0.1226
O 1.24905 0.81153 0.29413 0.0806 0.3614 -0.0706
C 2.13883 2.84825 1.09151 -0.0356 -0.0822 -0.0264
N 1.63399 4.09867 1.77010 -0.0113 0.0429 0.0113
C 1.99060 5.28360 0.89414 0.0148 0.0210 -0.0115
C 3.19742 4.78438 0.11924 -0.0139 0.0006 -0.0190
C 2.82347 3.33521 -0.19505 0.0076 0.0181 0.0285
H 2.83967 2.35364 1.76310 0.0007 -0.0039 -0.0090
H 2.04087 4.20318 2.69800 -0.0034 -0.0029 0.0001
H 0.61614 3.97444 1.87663 0.0065 -0.0059 -0.0117
H 2.15995 6.15509 1.52018 0.0019 -0.0025 0.0021
H 1.13740 5.46580 0.24334 0.0000 -0.0022 -0.0004
H 4.09645 4.83455 0.73629 0.0010 -0.0068 0.0010
H 3.37291 5.37979 -0.77360 -0.0023 0.0023 -0.0004
H 3.67745 2.71006 -0.44350 0.0037 0.0077 -0.0086
H 2.12150 3.29277 -1.03015 0.0015 0.0111 -0.0031


Record 2
126
Properties=species:S:1:pos:R:3:forces:R:3 method="wB97M-V/def2-TZVPD" smiles=COCCOC.COCCOC.COCCOC.COCCOC.COCCOC.COCCOC.OCCO.OCCO.OCCO energy_ha=-2543.71209 gap_ev=9.292 e_homo_ev=-9.178 mol_weight_g_mol=726.94
C -4.74403 -5.00879 -2.56141 -0.3734 -0.0335 -0.0566
O -4.16472 -3.76118 -2.26064 0.0371 0.2507 0.2193
C -2.91094 -3.60313 -2.91277 -1.0020 0.5169 -0.7759
C -2.41283 -2.15375 -2.75827 -0.9645 -0.1299 0.5558
O -3.27293 -1.14535 -3.32738 1.0898 -0.9590 -0.4164
C -2.65869 0.12854 -3.21312 -1.4278 0.6500 -0.1225
H -5.28405 -5.00972 -3.50824 0.3241 0.1784 -0.5133
H -5.53532 -5.26014 -1.85517 0.3656 0.1697 0.4725
H -3.98002 -5.78604 -2.57758 -0.0454 -0.2581 0.0733
H -3.05167 -3.86024 -3.96262 0.0272 0.2190 -0.4254
H -2.24579 -4.38080 -2.53739 0.6416 0.3780 0.3399
H -1.40813 -2.02413 -3.16061 0.1727 -0.2327 0.0438
H -2.44126 -1.96341 -1.68539 0.5364 0.0536 0.3369
H -2.62677 0.46087 -2.17551 0.3632 -0.1902 0.1919
H -3.34874 0.81084 -3.70951 -0.1944 0.0467 -0.0130
H -1.70796 0.31944 -3.71086 0.3299 -0.8041 0.1189
C 3.87740 -0.72841 3.19697 -1.0168 0.0193 0.8482
O 4.28387 -1.53552 2.15025 -0.4638 -1.4347 -1.2661
C 3.18737 -2.20244 1.43966 2.2044 -0.0684 0.5719
C 3.76998 -3.34719 0.57139 0.5629 1.3660 -0.5966
O 4.66250 -2.78852 -0.45860 -1.1565 -0.3667 0.6279
C 5.16441 -3.78638 -1.32912 -0.1842 0.1886 0.1313
H 3.25452 -1.25916 3.91698 -0.4229 -0.5185 0.0642
H 3.25203 0.08976 2.83975 0.3474 0.5529 0.0661
H 4.71434 -0.44206 3.83387 0.2944 0.4339 -0.6588
H 2.63589 -1.47604 0.84275 0.1126 0.0815 -0.2969
H 2.48435 -2.62817 2.15564 -0.0310 -0.1696 0.2181
H 2.88776 -3.86180 0.19065 -0.0769 -0.0269 -0.7877
H 4.33537 -4.12503 1.08461 0.0733 0.2937 0.6408
H 4.34660 -4.24600 -1.88414 -0.1069 -0.4542 0.1197
H 5.76344 -4.50531 -0.77018 -0.1472 -0.3910 0.0284
H 5.82356 -3.37582 -2.09402 -0.0147 0.5520 0.2664
C -1.49814 -5.60278 5.97812 -1.3336 0.0732 0.5658
O -1.83758 -4.66438 4.98381 0.1891 1.2215 -0.2258
C -3.22232 -4.31653 4.84716 0.0766 -0.8224 0.1144
C -3.52154 -3.04756 4.06830 1.5579 -0.5144 -1.6697
O -2.93925 -3.24903 2.71542 -1.6458 1.0356 0.6760
C -3.46506 -2.26447 1.82168 0.9036 0.0659 -0.7255
H -1.96412 -5.34460 6.92906 -0.0972 0.3313 0.3077
H -0.43020 -5.65467 6.19003 -0.0206 0.1246 -0.6793
H -1.93018 -6.57943 5.75993 0.3278 -0.3658 -0.3254
H -3.74922 -4.26721 5.80008 0.2435 0.1656 0.4752
H -3.69553 -5.14477 4.31972 -0.2123 -0.0972 -0.2677
H -3.13700 -2.11354 4.47795 0.3456 -0.0868 0.2683
H -4.59567 -2.90021 3.95585 -0.2292 -0.3684 0.1262
H -3.22636 -2.50279 0.78519 0.1869 -0.6898 0.0333
H -2.97630 -1.29572 1.92527 -0.0179 0.3021 0.6198
H -4.54335 -2.10734 1.79524 -0.2544 -0.2910 0.6609
C -5.50356 1.23341 0.13171 0.3346 -1.3757 -0.3413
O -4.25199 1.84735 -0.14093 -1.7519 -0.7144 -0.5026
C -4.22332 3.07460 0.49477 2.2229 0.9000 -0.1007
C -2.83801 3.69237 0.15164 -1.7381 0.8488 1.4936
O -2.84024 4.33107 -1.12573 -0.4405 0.1763 2.1347
C -2.59854 3.41343 -2.10635 1.2005 -0.8092 -2.4066
H -6.40520 1.76303 -0.17591 0.2228 0.6988 0.0734
H -5.54543 0.97468 1.18973 -0.2531 0.1272 0.2310
H -5.55188 0.29791 -0.42560 0.2544 -0.0950 -0.0087
H -4.31275 2.92436 1.57066 0.0831 0.0967 0.3826
H -4.99832 3.78303 0.20217 -0.2696 -0.0993 -0.3526
H -2.04814 2.97774 0.38292 0.1618 -0.3301 -0.8633
H -2.69791 4.44006 0.93231 0.1372 0.5803 -0.2916
H -1.53299 3.18461 -2.08792 0.2693 -0.6095 -0.0587
H -2.75836 3.85687 -3.08915 -0.1910 0.4081 0.0128
H -3.16627 2.48324 -2.12921 -0.1703 0.2302 0.6539
C 0.30565 2.06052 3.97773 -1.6793 0.7640 -0.9361
O -1.08618 2.04524 4.41558 0.0538 -1.2079 0.4132
C -1.92553 1.31424 3.43421 1.4107 1.3349 1.9709
C -3.38091 1.35872 3.87521 -0.3407 -0.2621 -0.4216
O -3.66780 0.50697 4.97050 0.2597 -0.0821 0.4924
C -5.06091 0.29286 5.23473 0.8711 0.1071 -1.1419
H 1.01009 2.53341 4.66201 -0.6345 0.0616 0.4530
H 0.15414 2.69578 3.10505 1.2385 -0.0570 -0.4566
H 0.72464 1.09778 3.68501 -0.3360 -0.2164 -0.0009
H -1.48042 0.32019 3.39150 -0.4852 -0.2947 -0.3222
H -1.74800 1.86079 2.50800 -0.4597 -0.3157 -0.4443
H -4.00593 1.10851 3.01799 -0.0065 -0.7270 -0.4349
H -3.73044 2.37931 4.03120 0.4117 0.4254 0.6732
H -5.58463 1.23127 5.05245 -0.3697 -0.0222 0.3849
H -5.22705 -0.13360 6.22399 0.3467 0.4604 0.1013
H -5.41782 -0.45695 4.52869 -0.3065 -0.0287 -0.2648
C 7.63733 -0.86301 -3.04402 0.2501 -0.0090 0.1099
O 8.38449 0.28503 -2.63619 -0.0194 -0.9681 0.1515
C 7.92773 1.45785 -3.20371 -2.2312 0.2932 -0.3775
C 6.53695 1.97120 -2.59878 0.7823 0.3649 -0.4525
O 5.27038 1.25810 -2.91209 1.7636 1.2745 0.7259
C 4.19550 1.87876 -2.18564 -0.0760 -1.3315 -0.2253
H 7.50765 -0.90975 -4.12527 0.1977 0.2083 -0.2807
H 6.63052 -0.89435 -2.62756 0.0511 0.1167 0.3183
H 8.21483 -1.73649 -2.74130 -0.1080 0.0664 0.1295
H 7.83540 1.34006 -4.28339 -0.2248 -0.1146 -0.3501
H 8.70006 2.21780 -3.08510 -0.2435 0.1927 0.5000
H 6.44550 3.02403 -2.86575 -0.3074 0.1691 -0.9155
H 6.77273 2.15254 -1.55015 -0.6557 -1.0925 0.6885
H 4.08810 2.93978 -2.41105 0.2863 0.1607 0.3089
H 4.24356 1.59447 -1.13446 0.4333 0.7494 0.3370
H 3.26052 1.39292 -2.46473 0.0174 -0.0850 -0.6289
O 0.31339 3.91859 0.46807 -0.2210 -0.0886 0.6045
C 1.66288 4.34226 0.47105 1.5597 -0.6720 0.9485
C 2.55695 3.65523 1.63524 -1.2638 1.1692 -1.1057
O 2.74122 2.26414 1.43580 0.4930 1.3070 -0.1949
H -0.15961 4.46710 -0.16201 -0.2371 -0.0174 -0.1151
H 2.06859 4.07647 -0.50509 0.5406 -0.1944 -0.0083
H 1.76039 5.42545 0.54371 -0.1805 0.1323 0.3432
H 2.15283 3.84144 2.63028 -0.6543 0.0145 -0.0306
H 3.46239 4.26136 1.66488 0.5689 -0.5498 -0.4663
H 1.93316 2.03043 0.97319 -0.1554 -1.1135 0.1311
O 0.58944 0.82027 -4.59352 -0.1695 -0.7460 -0.7944
C 0.52631 2.19769 -4.92821 0.6544 -0.0851 0.6945
C 1.72076 2.63059 -5.73549 0.9021 0.4090 0.0629
O 1.75571 2.33907 -7.11457 -0.7706 0.2044 -0.4682
H 0.33809 0.31990 -5.37331 -0.0384 -0.4045 0.1079
H -0.44374 2.44847 -5.35739 0.0313 0.2069 -0.0914
H 0.64375 2.61495 -3.92810 -0.2510 0.8562 -0.1952
H 2.64437 2.21419 -5.33342 -0.1126 -0.2439 0.6778
H 1.84513 3.70685 -5.61597 -0.2205 0.1578 -0.3177
H 1.46639 1.43749 -7.27284 0.1190 -0.1195 0.0258
O 0.19451 1.00642 -1.90117 -1.4069 1.1485 0.4008
C 0.52044 -0.13492 -1.16459 1.3174 0.2534 0.8226
C -0.15243 -0.07299 0.20331 0.6388 2.0857 -0.2404
O 0.28976 1.16085 0.92054 -0.5729 -2.1360 -0.1510
H 0.44945 1.00876 -2.82670 0.1729 -0.9439 -0.0438
H 0.28769 -1.08618 -1.64315 0.0024 -0.0429 -0.2404
H 1.58751 -0.00052 -0.98743 0.4151 -0.9565 0.1271
H 0.13258 -0.87145 0.88839 0.0363 -0.0841 -0.3175
H -1.22263 -0.10992 -0.00019 -0.3023 0.3545 0.5155
H 0.15973 1.99642 0.46611 -0.7316 0.1334 -0.8021